Record 1
Computed, not measured: a structure of composition C3H2FGdO2 in a non-equilibrium geometry, with ωB97M-V with the def2-TZVPD basis set.

Values from the calculation:
Multiplicity ... 8
HOMO level (spin up / spin down) ... -17.94 / -19.73 eV
Expectation value of S² ... 15.782
Relative energy (zero: lowest compared OMol25 entry of this formula, charge and spin) ... 96.9 kcal/mol
Total charge ... +2
LUMO (spin up / spin down) ... -11.53 / -11.51 eV

Structure (XYZ):
```
9
Properties=species:S:1:pos:R:3:lowdin_charge:R:1
O -0.996 1.433 -0.022 0.238
C 0.149 1.009 0.311 -0.502
O 1.283 1.532 0.044 -0.191
C -1.285 -0.704 -0.022 0.382
C 0.016 -0.453 0.397 -0.092
H -1.548 -0.634 -1.078 0.163
H -1.898 -1.385 0.570 0.164
F 1.159 -1.093 -0.153 -0.091
Gd 3.119 0.296 -0.048 1.929
```


Record 2
Computed, not measured: a structure of composition C3H2FHgO2 in a non-equilibrium geometry, with ωB97M-V with the def2-TZVPD basis set.

Values from the calculation:
Multiplicity ... 3
HOMO level (spin up / spin down) ... -13.79 / -15.28 eV
Expectation value of S² ... 2.025
Relative energy (zero: lowest compared OMol25 entry of this formula, charge and spin) ... 126.8 kcal/mol
Total charge ... +1
LUMO (spin up / spin down) ... -5.70 / -8.34 eV

Structure (XYZ):
```
9
Properties=species:S:1:pos:R:3:lowdin_charge:R:1
H -1.819 -1.181 0.030 0.168
O 0.082 -0.767 -0.760 0.052
O 0.038 1.244 0.772 -0.145
C -1.202 -0.349 -0.314 -0.079
C -1.107 0.797 0.546 -0.106
C 1.083 -0.041 -0.389 -0.012
H -1.760 0.708 -0.862 0.261
F 2.456 -0.786 -0.906 -0.197
Hg 2.229 0.374 1.883 1.058
```


Record 3
Computed, not measured: an isolated molecule of C3H2FN in a non-equilibrium geometry, with ωB97M-V with the def2-TZVPD basis set.

Values from the calculation:
Multiplicity ... 1
HOMO level ... -10.12 eV
SMILES ... [H]/N=c1/cc1F
Relative energy (zero: lowest compared OMol25 entry of this formula, charge and spin) ... 88.7 kcal/mol
LUMO ... -0.02 eV

Structure (XYZ):
```
7
Properties=species:S:1:pos:R:3:lowdin_charge:R:1
C 0.106 -1.110 -0.041 0.151
C 0.827 -0.015 0.028 0.042
C -0.609 0.171 0.012 -0.366
N -1.547 0.914 0.011 0.134
F 2.408 0.247 0.007 -0.121
H 0.122 -2.040 0.336 0.074
H -1.307 1.833 -0.353 0.086
```


Record 4
Computed, not measured: an isolated molecule of C3H2FNO in a non-equilibrium geometry, with ωB97M-V with the def2-TZVPD basis set.

Values from the calculation:
Multiplicity ... 1
HOMO level ... -10.98 eV
SMILES ... N#C[C@H](F)C=O
Relative energy (zero: lowest compared OMol25 entry of this formula, charge and spin) ... 31.6 kcal/mol
LUMO ... 0.18 eV

Structure (XYZ):
```
8
Properties=species:S:1:pos:R:3:lowdin_charge:R:1
C 0.009 0.436 0.286 -0.207
C 1.386 -0.201 -0.263 -0.171
C -1.189 -0.377 -0.130 -0.095
H 0.117 0.289 1.268 0.098
H 2.052 0.419 -0.911 0.142
N -2.289 -0.858 -0.081 0.161
O 1.549 -1.299 0.135 0.098
F 0.025 1.838 -0.026 -0.026
```


Record 5
Computed, not measured: a cluster of 2 separate species, C3H2FNOS in total in a non-equilibrium geometry, with ωB97M-V with the def2-TZVPD basis set.

Values from the calculation:
Multiplicity ... 1
HOMO level ... -10.50 eV
Relative energy (zero: lowest compared OMol25 entry of this formula, charge and spin) ... 96.4 kcal/mol
LUMO ... -0.57 eV

Structure (XYZ):
```
9
Properties=species:S:1:pos:R:3:lowdin_charge:R:1
C -1.517 1.545 -1.386 0.150
C 1.956 -1.237 2.709 -0.092
C -1.629 0.348 -1.207 -0.293
N 2.525 -1.062 1.734 0.051
O -3.466 -1.267 -1.475 -0.428
F -3.253 0.492 0.715 -0.384
S -2.664 -0.698 -0.414 0.932
H -1.244 2.488 -1.614 0.020
H 1.734 -1.678 3.649 0.044
```


Record 6
Computed, not measured: a structure of composition C3H2GaO3 in a non-equilibrium geometry, with ωB97M-V with the def2-TZVPD basis set.

Values from the calculation:
Multiplicity ... 2
HOMO level (spin up / spin down) ... -20.15 / -20.63 eV
Expectation value of S² ... 0.765
Relative energy (zero: lowest compared OMol25 entry of this formula, charge and spin) ... 59.8 kcal/mol
Total charge ... +2
LUMO (spin up / spin down) ... -12.67 / -12.63 eV

Structure (XYZ):
```
9
Properties=species:S:1:pos:R:3:lowdin_charge:R:1
O 1.249 -2.713 0.240 0.416
C 1.728 -1.667 0.166 -0.214
O 2.479 -0.744 0.087 0.170
O 0.373 0.773 0.195 -0.020
C -0.860 1.063 0.433 0.129
C -2.007 0.796 -0.189 0.217
H -2.914 1.352 0.053 0.131
H -2.026 0.133 -1.066 0.160
Ga 1.977 1.006 0.081 1.012
```


Record 7
Computed, not measured: a structure of composition C3H2GaO3 in a non-equilibrium geometry, with ωB97M-V with the def2-TZVPD basis set.

Values from the calculation:
Multiplicity ... 1
HOMO level (spin up / spin down) ... -28.11 / -26.56 eV
Relative energy (zero: lowest compared OMol25 entry of this formula, charge and spin) ... 47.9 kcal/mol
Total charge ... +3
LUMO (spin up / spin down) ... -18.54 / -18.87 eV

Structure (XYZ):
```
9
Properties=species:S:1:pos:R:3:lowdin_charge:R:1
H -2.470 0.002 1.032 0.369
C -1.756 0.705 0.163 0.290
C -1.924 -0.597 -0.285 0.217
O -0.637 -1.171 -0.341 0.320
C 0.218 -0.220 -0.120 -0.350
O -0.413 0.874 0.322 0.265
O 1.431 -0.360 -0.125 0.162
Ga 2.845 0.333 0.170 1.489
H -2.597 -0.892 -1.089 0.239
```


Record 8
Computed, not measured: a structure of composition C3H2GdLiO3 in a non-equilibrium geometry, with ωB97M-V with the def2-TZVPD basis set.

Values from the calculation:
Multiplicity ... 9
HOMO level (spin up / spin down) ... -22.60 / -21.98 eV
Expectation value of S² ... 20.637
Relative energy (zero: lowest compared OMol25 entry of this formula, charge and spin) ... 0.0 kcal/mol
Total charge ... +3
LUMO (spin up / spin down) ... -14.20 / -16.48 eV

Structure (XYZ):
```
10
Properties=species:S:1:pos:R:3:lowdin_charge:R:1
C -1.950 -0.739 0.006 0.317
C -0.986 0.204 0.242 -0.153
O -0.997 1.318 0.734 0.138
Li 0.709 2.308 0.918 0.853
H -1.729 -1.599 -0.625 0.134
H -2.946 -0.600 0.427 0.155
O 1.478 -1.174 -0.767 -0.067
C 0.966 -0.171 -0.254 -0.452
Gd 3.780 -0.372 -0.773 2.295
O 1.675 0.826 0.092 -0.221
```